DFT (the ωB97M-V functional and the def2-TZVPD basis) results for C18H41CeN2P3S2 as an isolated structure in a non-equilibrium geometry.

Each line ends with the natural charge from an NBO analysis.
CARTESIAN COORDINATES (ANGSTROEM)
Ce 0.265915 -0.196273 1.153070  1.0844
P -1.602389 2.063317 1.300120  0.7753
P -2.096752 -1.527369 2.329436  0.7559
P 1.949595 1.498616 -0.395774  0.7546
H -0.972219 -2.262484 -0.606099  0.2356
C 0.085871 -1.984232 -0.670178  -0.6564
C 1.064484 -2.468824 0.191428  -0.6322
H 0.864499 -3.205758 0.988029  0.2438
C -2.708677 2.157994 -0.159932  -0.9125
C -2.779018 2.215354 2.690958  -0.9111
C -0.798020 3.708321 1.306567  -0.9118
C -1.815586 -3.334177 2.380870  -0.9047
C -2.779760 -1.296551 4.011061  -0.9142
C -3.656189 -1.475770 1.370288  -0.9022
C 3.265423 0.385326 -1.023665  -0.9230
C 2.865730 2.895248 0.310134  -0.9136
C 1.049275 2.229736 -1.820969  -0.9123
H 0.314102 -1.315023 -1.514043  0.2079
H 2.144794 -2.276757 0.050667  0.2315
H -3.363651 3.040928 -0.125243  0.2680
H -3.320925 1.247132 -0.201081  0.2506
H -2.095975 2.191311 -1.070520  0.2371
H -3.340055 3.159384 2.632099  0.2661
H -2.220122 2.191243 3.636040  0.2378
H -3.490974 1.380761 2.692150  0.2472
H -1.544934 4.511078 1.382691  0.2669
H -0.200473 3.854577 0.398237  0.2347
H -0.122785 3.767501 2.170980  0.2523
H -2.768896 -3.834532 2.613154  0.2626
H -1.067208 -3.573019 3.149507  0.2471
H -1.424887 -3.680301 1.415634  0.2490
H -3.743832 -1.823599 4.090411  0.2627
H -2.933875 -0.234372 4.229448  0.2399
H -2.065067 -1.682566 4.748289  0.2433
H -4.358768 -2.226876 1.767552  0.2630
H -3.422900 -1.692052 0.320276  0.2428
H -4.084750 -0.465917 1.417950  0.2395
H 3.905553 0.889591 -1.760968  0.2605
H 2.832624 -0.511587 -1.496163  0.2471
H 3.886393 0.066596 -0.172121  0.2712
H 3.487139 3.405882 -0.435926  0.2642
H 3.509728 2.503474 1.106967  0.2642
H 2.161938 3.616042 0.742391  0.2561
H 1.714683 2.771247 -2.512342  0.2619
H 0.278739 2.924908 -1.450328  0.2601
H 0.530441 1.428691 -2.370836  0.2072
C 2.140156 -0.893181 -5.521645  -0.0921
C 1.537830 -0.473204 -6.721963  -0.1698
C 1.433365 -1.357234 -7.799630  -0.1718
C 1.995535 -2.633604 -7.727597  -0.0033
C 2.729470 -2.996965 -6.595427  -0.1883
C 2.844442 -2.117343 -5.525235  -0.1571
S 2.150424 0.018015 -4.039571  0.2847
H 0.970367 0.726459 -3.937760  0.1729
H 1.167514 0.545809 -6.783415  0.2515
H 0.911746 -1.050083 -8.705934  0.2685
H 1.875634 -3.337306 -8.551896  0.2630
H 3.215181 -3.970295 -6.543099  0.2679
H 3.463966 -2.365794 -4.668161  0.2489
N -0.215784 1.141737 5.792690  -0.7395
C 0.428763 0.171495 5.127123  0.4129
N 0.428120 -1.048906 5.705064  -0.7486
S 1.185169 0.464509 3.589356  -0.2273
H -0.614414 0.998489 6.720184  0.4320
H -0.200633 2.080103 5.419258  0.4332
H 0.993526 -1.771072 5.279258  0.4345
H 0.161367 -1.167822 6.678210  0.4297

Cartesian forces (eV/Å) of the 2 atoms listed first:
0.4490 -1.3271 -0.1394
-0.8966 0.8772 -0.1756

Summary:
**Energy above the lowest of the compared OMol25 structures with the same formula, charge and spin**: 1.378 eV
**Total charge**: +3
**LUMO (alpha / beta)**: -7.7 / -11.6 eV
**Multiplicity**: 2


DFT (the ωB97M-V functional and the def2-TZVPD basis) results for C18H41MgN4O6P as an isolated structure in a non-equilibrium geometry.

Each line ends with the Mulliken charge.
CARTESIAN COORDINATES (ANGSTROEM)
O -1.620128 0.414810 -4.823789  -0.5948
H -0.781291 0.870970 -5.068626  0.3794
Mg -1.524770 0.738428 -1.618248  0.8320
N -1.294277 2.341441 -0.145398  1.0039
N 0.229922 1.771134 -2.065463  0.3418
N -2.501869 -0.313740 -0.000894  0.6166
N -1.707811 -1.217634 -2.301090  0.5115
O -2.102476 2.519736 0.864025  -1.1218
O -2.811060 0.104357 1.276395  -0.6338
O -1.291315 -1.731988 -3.519147  -0.6164
O 1.074127 1.250874 -2.883917  -0.7968
C 0.616337 2.878180 -1.364473  0.2218
C -0.183811 3.119736 -0.205719  0.1669
C -2.724450 -1.614734 -0.205273  0.5608
C -2.240013 -2.109049 -1.469088  0.2434
C 0.193483 4.068173 0.881187  -1.3177
H 0.627969 3.540786 1.745201  0.0517
H -0.688506 4.624372 1.216323  0.3811
H 0.940762 4.763588 0.493278  0.3365
C 1.843977 3.610209 -1.744006  -1.4856
H 1.874290 3.716126 -2.839554  0.3599
H 2.734529 3.034893 -1.432661  0.1782
H 1.882037 4.602522 -1.277643  0.4808
C -3.354451 -2.513453 0.809274  -1.7283
C -2.319132 -3.563093 -1.777725  -1.8261
H -3.969581 -1.964029 1.532202  0.3884
H -2.587294 -3.079606 1.370581  0.2561
H -3.990064 -3.251851 0.298826  0.5042
H -1.742736 -3.769589 -2.688342  0.4167
H -3.366371 -3.871335 -1.921026  0.3683
H -1.917403 -4.130052 -0.924012  0.3778
H -2.608971 1.119257 1.220623  0.4366
H -1.366985 -0.907173 -4.177667  0.4619
C -2.397021 1.178432 -3.766172  -0.4541
H -1.727293 1.931346 -3.274106  0.3470
H -2.890723 0.412387 -3.118417  0.0818
H -3.178293 1.715935 -4.299556  0.4673
O -4.260649 2.729645 -1.088675  -0.6597
H -4.941926 2.036176 -1.151697  0.2956
H -3.740422 2.482056 -0.259368  0.3864
C 0.888093 1.198903 3.216763  -1.6473
C 1.832562 0.906702 2.035568  1.4604
C 3.294855 0.799040 2.462899  -1.7833
P 1.219845 -0.515371 1.008327  0.4499
C 2.451085 -0.893716 -0.330224  0.8453
C 3.751404 -1.561895 0.092988  -1.8272
C 1.736388 -1.728921 -1.404188  -1.0838
C 1.111617 -2.049490 2.082184  0.8428
C 2.276084 -2.363515 3.020263  -1.7717
C -0.214432 -2.023569 2.864178  -1.5009
H 0.948972 0.413483 3.985101  0.3550
H -0.156678 1.307091 2.892441  0.2010
H 1.192415 2.146882 3.683837  0.5258
H 1.765272 1.763145 1.343876  -0.5107
H 3.510693 -0.111901 3.034221  0.2077
H 3.953236 0.849032 1.590291  0.3053
H 3.517263 1.658937 3.105384  0.5463
H 2.673708 0.095593 -0.784955  0.1265
H 3.586375 -2.609430 0.375206  0.2998
H 4.419732 -1.558425 -0.780720  0.4939
H 4.273369 -1.035862 0.895822  0.3426
H 0.936726 -1.165074 -1.898150  -0.1153
H 2.463628 -2.007197 -2.179942  0.5173
H 1.309488 -2.651311 -0.983533  0.1809
H 1.053931 -2.868510 1.345562  0.3655
H 2.354068 -1.649690 3.852838  0.2519
H 2.078231 -3.350086 3.464588  0.4894
H 3.239121 -2.436623 2.503744  0.2938
H -1.029368 -1.561089 2.293301  0.1858
H -0.511333 -3.055946 3.101407  0.4885
H -0.112707 -1.479411 3.814756  0.2453

Cartesian forces (eV/Å) of the 2 atoms listed first:
-0.4828 1.2516 1.1072
-0.6748 -0.1707 0.6967

Summary:
**Energy above the lowest of the compared OMol25 structures with the same formula, charge and spin**: 0.586 eV
**Total charge**: 0
**LUMO (alpha / beta)**: -0.9 / -0.9 eV